Record 1
# C8H10ClMoN8O13

A molecular structure, C8H10ClMoN8O13 (wB97M-V/def2-TZVPD, the OMol25 dataset).

The geometry in XYZ format:
```
41
Properties=species:S:1:pos:R:3:mulliken_charge:R:1
Mo 1.50 0.69 -0.09 0.8597
N 1.79 -2.25 -0.60 -0.4339
N 2.15 -2.69 0.68 -0.1397
C 2.76 -1.84 1.51 0.8560
N 3.21 -2.23 2.68 -0.3631
N 2.86 -0.58 1.02 -0.1887
N 3.54 0.41 1.64 1.2723
O 3.28 1.49 1.08 -0.5721
O 4.29 0.27 2.57 -0.6732
H 0.79 -2.36 -0.74 0.2177
H 2.31 -2.77 -1.29 0.2751
H 1.93 -3.62 0.99 0.1668
H 3.11 -3.18 2.99 0.2011
H 3.68 -1.57 3.28 0.1829
O 0.09 1.52 3.68 -0.5954
Cl -0.16 1.07 2.37 1.8937
O -1.49 1.24 1.94 -0.5718
O 0.73 1.90 1.42 -0.5626
O 0.30 -0.28 2.15 -0.5997
C 2.83 1.07 -1.64 -0.9554
H 2.97 2.13 -1.83 0.3910
H 2.35 0.60 -2.50 0.3601
H 3.80 0.60 -1.43 0.2965
O -5.59 2.54 -1.75 -0.5973
N -5.39 1.37 -1.50 1.0625
O -6.23 0.51 -1.38 -0.6010
C -3.99 0.96 -1.30 -0.6986
C -3.00 1.90 -1.41 -0.3802
C -1.68 1.50 -1.22 -0.3145
C -1.32 0.17 -0.93 1.2045
O -0.10 -0.24 -0.72 -0.3994
C -2.40 -0.74 -0.83 -0.0726
C -3.71 -0.36 -0.99 -0.5095
N -2.15 -2.14 -0.47 1.0308
O -1.13 -2.68 -0.88 -0.6964
O -3.01 -2.70 0.17 -0.5563
N -0.68 2.54 -1.34 1.0571
O -1.01 3.65 -1.64 -0.5494
O 0.54 2.27 -1.19 -0.6158
H -3.24 2.93 -1.64 0.6768
H -4.51 -1.08 -0.87 0.6420
```

## Properties
LUMO (alpha / beta)   -5.00 / -5.02 eV
⟨S²⟩   2.02
Total charge   +1
Spin multiplicity   3
E_HOMO (alpha / beta)   -12.80 / -13.34 eV
Orbital gap (alpha / beta)   0.287 / 0.306 hartree
Energy above the lowest of the compared OMol25 structures with the same formula, charge and spin   1.04 kcal/mol

---

Record 2
# C8H10ClN2

3 unconnected molecules or ions with the total composition C8H10ClN2 at a distorted geometry (wB97M-V/def2-TZVPD, the OMol25 dataset).

The geometry in XYZ format:
```
21
Properties=species:S:1:pos:R:3:mulliken_charge:R:1
Cl -18.03 -13.63 5.21 -0.9031
N -18.61 -10.54 6.23 0.3311
C -17.57 -9.65 6.14 -0.4865
C -18.00 -8.40 6.31 -0.5221
C -19.39 -8.50 6.64 -0.3703
C -19.75 -9.88 6.55 -0.6744
H -18.52 -11.54 6.08 -0.0285
H -16.61 -10.04 5.83 0.3743
H -17.47 -7.47 6.44 0.3616
H -19.95 -7.61 6.87 0.3908
H -20.72 -10.33 6.67 0.4276
N -23.50 -13.94 6.86 1.3048
C -22.73 -13.89 7.95 -2.5584
C -21.52 -13.30 7.68 -0.7015
C -21.57 -13.01 6.30 0.9877
C -22.77 -13.53 5.82 -3.6991
H -24.45 -14.29 6.76 1.6767
H -23.22 -14.15 8.88 0.7645
H -20.70 -13.03 8.33 0.4301
H -20.81 -12.60 5.64 0.4174
H -23.19 -13.52 4.83 0.4774
```

## Properties
LUMO (alpha / beta)   5.44 / 5.42 eV
⟨S²⟩   0.75
Total charge   -2
Spin multiplicity   2
E_HOMO (alpha / beta)   3.34 / -1.66 eV
Orbital gap (alpha / beta)   0.077 / 0.260 hartree
Energy above the lowest of the compared OMol25 structures with the same formula, charge and spin   0.00 kcal/mol

---

Record 3
# C8H10ClN2O2

A molecular structure, C8H10ClN2O2 at a distorted geometry (wB97M-V/def2-TZVPD, the OMol25 dataset).

The geometry in XYZ format:
```
23
Properties=species:S:1:pos:R:3:mulliken_charge:R:1
C -0.26 0.58 1.19 -0.4320
C -0.33 -0.35 0.23 0.4699
C 1.18 0.60 1.60 0.6083
C 1.77 -0.46 0.81 0.3003
C 1.66 1.42 2.56 -1.0843
C 2.99 -0.95 0.73 -1.0343
C -1.63 -2.18 -1.22 0.2813
C -1.95 -0.74 -0.81 0.4311
N -3.06 -0.48 -0.14 -0.4670
N -1.68 0.09 -2.00 -0.3221
O -1.77 -3.19 -0.62 -0.3554
O 0.83 -0.94 -0.11 -0.3246
Cl -1.09 -2.38 -2.95 -0.2164
H -1.00 1.35 1.49 0.2980
H 2.73 1.58 2.87 0.2634
H 0.91 2.00 2.99 0.3247
H 3.20 -1.94 0.22 0.2740
H 3.73 -0.59 1.40 0.3072
H -2.88 0.20 0.58 0.2842
H -3.51 -1.22 0.25 0.2699
H -1.46 1.13 -2.04 0.3679
H -2.58 -0.08 -2.52 0.3999
H -0.95 -0.55 -2.57 0.3557
```

## Properties
LUMO   -4.19 eV
Total charge   +1
Spin multiplicity   1
E_HOMO   -11.38 eV
Orbital gap   0.264 hartree
Energy above the lowest of the compared OMol25 structures with the same formula, charge and spin   59.29 kcal/mol

---

Record 4
# C8H10ClN3O

A single C8H10ClN3O molecule at a distorted geometry (wB97M-V/def2-TZVPD, the OMol25 dataset).

The geometry in XYZ format:
```
23
Properties=species:S:1:pos:R:3:mulliken_charge:R:1
Cl -5.61 -0.67 -0.28 -0.1769
C -3.89 -0.51 -0.53 0.4563
C -3.29 -0.87 -1.73 -0.3103
C -2.01 -0.39 -1.92 -0.2555
C -1.38 0.07 -0.79 0.6452
O -0.15 0.44 -0.90 -0.3838
C 0.39 0.72 0.39 -1.2495
C 1.80 0.88 0.39 0.8273
C 2.51 -0.45 0.14 -0.6123
C 3.23 -0.41 1.54 -0.4790
N 2.46 0.91 1.77 -0.5184
N -1.95 0.25 0.42 -0.1701
N -3.34 0.03 0.51 -0.6573
H -3.86 -1.24 -2.63 0.3249
H -1.62 -0.16 -3.06 0.2407
H 0.09 -0.12 1.04 0.4288
H -0.09 1.59 0.46 0.4958
H 1.94 1.97 -0.18 0.1630
H 3.43 -0.54 -0.52 0.2387
H 1.79 -1.20 -0.31 0.2353
H 3.16 -1.07 2.40 0.3102
H 4.47 -0.24 1.19 0.1827
H 1.89 1.01 2.58 0.2643
```

## Properties
LUMO   -0.20 eV
Structure (SMILES)   Clc1ccc(OC[C@@H]2CCN2)nn1
Spin multiplicity   1
E_HOMO   -8.85 eV
Orbital gap   0.318 hartree
Energy above the lowest of the compared OMol25 structures with the same formula, charge and spin   122.06 kcal/mol

---

Record 5
# C8H10F2

A molecular structure, C8H10F2 at a distorted geometry (wB97M-V/def2-TZVPD, the OMol25 dataset).

The geometry in XYZ format:
```
20
Properties=species:S:1:pos:R:3:mulliken_charge:R:1
C 1.86 -0.08 -0.28 -0.6828
C 3.01 0.04 -0.03 0.8034
C -0.54 -0.89 1.36 -0.7960
C -1.08 0.17 0.51 -0.2037
C 0.08 -0.72 0.03 0.6945
C 4.37 0.19 0.24 -1.3087
C -2.61 0.83 -1.45 -1.2396
C -2.49 0.01 -0.16 0.3362
F -0.26 -1.66 -0.89 -0.2923
F -3.39 0.54 0.77 -0.3496
H 0.07 -0.59 2.19 0.2824
H -1.17 -1.77 1.47 0.2642
H -0.90 1.21 0.80 0.3864
H 4.59 1.03 0.97 0.2867
H 4.80 0.21 -0.73 0.2963
H 4.59 -0.58 0.98 0.3021
H -2.30 0.21 -2.29 0.3360
H -1.97 1.75 -1.42 0.2882
H -3.66 1.10 -1.70 0.3749
H -3.00 -0.99 -0.38 0.2215
```

## Properties
LUMO   0.84 eV
Spin multiplicity   1
E_HOMO   -9.66 eV
Orbital gap   0.386 hartree
Energy above the lowest of the compared OMol25 structures with the same formula, charge and spin   13.11 kcal/mol

---

Record 6
# C8H10F3NOS

2 unconnected molecules or ions with the total composition C8H10F3NOS at a distorted geometry (wB97M-V/def2-TZVPD, the OMol25 dataset).

The geometry in XYZ format:
```
24
Properties=species:S:1:pos:R:3:mulliken_charge:R:1
O 1.40 0.27 -0.50 -0.5699
C 0.24 0.03 -1.13 -0.0961
C -0.41 0.87 -1.92 0.3657
C -1.71 0.78 -2.72 -0.5444
C -2.02 2.11 -3.38 -0.5388
C -1.22 3.13 -2.94 -0.4527
S 0.09 2.55 -1.92 -0.1723
C -0.23 -1.44 -1.17 0.8398
F -0.87 -1.87 -2.30 -0.2590
F -1.06 -1.66 -0.05 -0.2504
F 0.82 -2.35 -1.18 -0.2842
H 1.31 -0.20 0.40 0.5246
H -1.55 0.32 -3.69 0.2587
H -2.52 0.22 -2.28 0.4511
H -2.86 2.40 -4.00 0.3689
H -1.09 3.96 -3.50 0.4448
C 2.24 -2.33 2.77 -0.8571
C 2.35 -1.16 2.16 0.1943
N 1.29 -0.28 2.09 -0.6564
H 1.19 -2.50 3.25 0.0949
H 2.89 -3.21 2.83 0.2917
H 3.24 -0.82 1.63 0.3585
H 1.63 0.69 2.34 0.2580
H 0.42 -0.50 2.65 0.2303
```

## Properties
LUMO   0.72 eV
Structure (SMILES)   O/C(=C1/CC=CS1)C(F)(F)F.C=CN
Spin multiplicity   1
E_HOMO   -7.59 eV
Orbital gap   0.305 hartree
Energy above the lowest of the compared OMol25 structures with the same formula, charge and spin   17.46 kcal/mol

---

Record 7
# C8H10F6N3NaO13

A molecular structure, C8H10F6N3NaO13 at a distorted geometry (wB97M-V/def2-TZVPD, the OMol25 dataset).

The geometry in XYZ format:
```
41
Properties=species:S:1:pos:R:3:mulliken_charge:R:1
Na -13.86 26.40 9.96 0.9153
N -10.97 24.34 9.86 0.9823
O -12.18 24.39 9.99 -0.6087
O -10.18 24.20 10.73 -0.6444
O -10.55 24.76 8.78 -0.6831
N -14.72 29.93 9.20 1.0768
O -15.68 30.32 8.62 -0.6450
O -14.73 29.00 9.95 -0.5527
O -13.61 30.44 8.99 -0.5721
N -11.51 28.23 11.21 1.1017
O -10.53 27.64 10.82 -0.4692
O -12.45 27.61 11.66 -0.4563
O -11.63 29.43 11.09 -0.4329
C -19.52 23.88 10.48 -1.3290
C -18.19 24.63 10.16 0.0618
O -18.26 25.18 8.80 -0.2459
C -17.09 25.72 8.21 0.3053
O -16.00 25.83 8.87 -0.5937
C -17.24 26.28 6.76 0.8493
F -18.44 25.91 6.25 -0.2383
F -17.23 27.62 6.92 -0.2130
F -16.21 25.85 6.13 -0.1892
H -20.39 24.54 10.54 0.3202
H -19.49 23.28 11.39 0.3819
H -19.75 23.14 9.70 0.3550
H -17.32 24.06 10.49 0.1926
H -18.14 25.38 10.94 0.2402
C -13.00 21.54 13.39 -1.2800
C -14.07 22.41 12.66 -0.0451
O -14.56 23.51 13.39 -0.2977
C -15.00 24.67 12.83 0.4165
O -15.05 24.92 11.60 -0.4619
C -15.49 25.66 13.81 0.9056
F -15.23 25.47 15.05 -0.2531
F -15.09 26.91 13.44 -0.1732
F -16.81 25.58 13.74 -0.2651
H -12.11 22.13 13.63 0.3068
H -12.83 20.60 12.87 0.3706
H -13.32 21.17 14.36 0.3541
H -14.88 21.79 12.28 0.2885
H -13.66 22.80 11.73 0.2251
```

## Properties
LUMO (alpha / beta)   1.93 / -1.25 eV
⟨S²⟩   0.76
Total charge   -1
Spin multiplicity   2
E_HOMO (alpha / beta)   -4.89 / -4.89 eV
Orbital gap (alpha / beta)   0.251 / 0.134 hartree

---

Record 8
# C8H10F6O4

2 unconnected molecules or ions with the total composition C8H10F6O4 at a distorted geometry (wB97M-V/def2-TZVPD, the OMol25 dataset).

The geometry in XYZ format:
```
28
Properties=species:S:1:pos:R:3:mulliken_charge:R:1
C -29.82 -65.48 -122.31 -1.2076
C -30.78 -65.77 -123.44 -0.1573
O -32.03 -65.50 -122.73 -0.2091
C -33.07 -65.60 -123.43 0.3596
O -33.18 -66.21 -124.54 -0.5769
C -34.26 -64.95 -122.74 0.8759
F -34.28 -63.60 -122.93 -0.2525
F -35.44 -65.36 -123.20 -0.2325
F -34.28 -65.20 -121.39 -0.2503
H -29.80 -66.15 -121.60 0.3981
H -29.74 -64.47 -121.86 0.3157
H -28.98 -65.41 -123.03 0.3473
H -30.79 -66.95 -123.78 0.2772
H -30.74 -64.92 -124.26 0.3039
C -34.90 -69.23 -126.65 -1.2446
C -33.90 -70.28 -126.93 -0.0908
O -34.70 -71.18 -127.60 -0.1827
C -34.24 -72.51 -127.75 0.3138
O -33.20 -72.91 -127.20 -0.5240
C -35.13 -73.42 -128.59 0.8519
F -34.47 -73.90 -129.71 -0.2245
F -35.41 -74.46 -127.59 -0.2709
F -36.23 -72.89 -128.95 -0.1930
H -35.12 -68.75 -127.54 0.3771
H -34.45 -68.49 -125.87 0.1753
H -35.68 -69.53 -126.19 0.5034
H -33.47 -70.73 -125.97 0.2641
H -32.97 -69.84 -127.46 0.2535
```

## Properties
LUMO   0.48 eV
Structure (SMILES)   CCOC(=O)C(F)(F)F.CCOC(=O)C(F)(F)F
Spin multiplicity   1
E_HOMO   -11.18 eV
Orbital gap   0.428 hartree
Energy above the lowest of the compared OMol25 structures with the same formula, charge and spin   79.38 kcal/mol

---

Record 9
# C8H10InNO6SSe

A molecular structure, C8H10InNO6SSe (wB97M-V/def2-TZVPD, the OMol25 dataset).

The geometry in XYZ format:
```
28
Properties=species:S:1:pos:R:3:mulliken_charge:R:1
In -0.18 1.47 -0.26 0.8339
O 0.17 -0.84 0.14 -0.6254
N -0.60 -1.11 1.17 0.2371
C -1.43 -2.17 1.09 -0.0596
C -2.25 -2.52 2.12 -0.7753
C -2.26 -1.73 3.27 -0.0872
C -1.44 -0.63 3.33 -0.7993
C -0.59 -0.29 2.27 0.6113
S 0.43 1.10 2.27 -0.4211
H -1.38 -2.69 0.15 0.4053
H -2.91 -3.37 2.01 0.3741
H -2.91 -1.97 4.10 0.3525
H -1.44 0.03 4.18 0.3812
O -2.37 0.59 0.05 -0.4833
Se -2.81 2.10 -0.52 1.0586
O -1.98 3.10 0.49 -0.6364
O -1.95 2.17 -1.94 -0.6402
O -4.40 2.34 -0.65 -0.7362
C 2.01 -0.38 -2.45 -0.9217
C 2.90 0.65 -1.80 0.9110
C 4.15 1.11 -2.50 -1.2395
O 2.58 1.13 -0.73 -0.4836
H 2.48 -0.90 -3.29 0.3815
H 1.11 0.13 -2.81 0.2282
H 1.67 -1.09 -1.69 0.1855
H 4.43 0.46 -3.33 0.3351
H 4.97 1.17 -1.78 0.3424
H 3.98 2.12 -2.88 0.2710
```

## Properties
LUMO (alpha / beta)   2.72 / 2.05 eV
⟨S²⟩   0.75
Total charge   -1
Spin multiplicity   2
E_HOMO (alpha / beta)   -3.71 / -5.14 eV
Orbital gap (alpha / beta)   0.236 / 0.264 hartree

---

Record 10
# C8H10MnO5S

A molecular structure, C8H10MnO5S at a distorted geometry (wB97M-V/def2-TZVPD, the OMol25 dataset).

The geometry in XYZ format:
```
25
Properties=species:S:1:pos:R:3:mulliken_charge:R:1
Mn -0.11 2.25 -0.23 0.4280
C -0.11 2.01 1.45 0.4334
O 0.00 1.59 2.55 -0.1948
C 0.05 3.71 -1.21 0.4651
O -0.07 4.72 -1.83 -0.0178
C -1.86 1.58 -0.48 0.3804
O -2.97 1.09 -0.48 -0.0758
C 1.60 1.36 -0.25 0.3758
O 2.68 0.95 -0.53 -0.0574
C -0.09 -0.85 -2.57 -0.4032
H 0.86 -1.23 -2.17 0.3177
H -1.03 -1.27 -2.16 0.2923
C -0.09 0.44 -2.93 -0.8513
H -0.99 1.07 -3.16 0.4860
H 0.82 1.07 -3.11 0.4464
C 0.50 -1.30 2.92 -1.1282
S -0.37 -1.03 1.33 0.8326
C 0.18 -2.54 0.53 -1.0830
O -1.83 -1.16 1.58 -0.2941
H 1.50 -1.66 2.70 0.4442
H -0.09 -2.03 3.46 0.4731
H 0.53 -0.35 3.44 0.4390
H 0.29 -3.31 1.31 0.4746
H -0.57 -2.82 -0.22 0.4060
H 1.15 -2.31 0.05 0.4111
```

## Properties
LUMO (alpha / beta)   -15.74 / -15.90 eV
⟨S²⟩   6.07
Total charge   +3
Spin multiplicity   5
E_HOMO (alpha / beta)   -21.62 / -21.86 eV
Orbital gap (alpha / beta)   0.216 / 0.219 hartree
Energy above the lowest of the compared OMol25 structures with the same formula, charge and spin   53.85 kcal/mol

---

Record 11
# C8H10MoO5P

A molecular structure, C8H10MoO5P at a distorted geometry (wB97M-V/def2-TZVPD, the OMol25 dataset).

The geometry in XYZ format:
```
25
Properties=species:S:1:pos:R:3:mulliken_charge:R:1
O -1.15 1.78 -4.20 0.0359
C -0.86 1.59 -3.10 0.3088
Mo 0.27 0.46 -1.40 -0.1803
C 1.78 -0.90 -1.24 0.4802
O 2.54 -1.79 -1.17 -0.0393
C 0.04 2.29 -0.15 0.0124
O 1.11 2.67 0.39 -0.1562
C -1.29 -0.68 -1.97 0.4330
O -2.28 -1.23 -2.31 -0.0520
C 1.61 1.53 -2.70 0.4090
O 2.41 1.97 -3.43 0.0347
H -0.81 3.02 -0.03 0.4839
C 1.32 -0.49 2.15 -0.9951
P -0.09 -0.50 0.94 0.6982
C -0.60 -2.25 0.82 -1.1194
C -1.48 0.34 1.87 -1.0793
H 2.19 -1.01 1.72 0.4077
H 0.95 -0.98 3.06 0.4386
H 1.59 0.56 2.35 0.3714
H -0.94 -2.60 1.79 0.4154
H -1.43 -2.35 0.10 0.4220
H 0.23 -2.86 0.47 0.4131
H -1.66 -0.28 2.77 0.4766
H -1.12 1.37 2.10 0.4213
H -2.34 0.34 1.16 0.3596
```

## Properties
LUMO (alpha / beta)   -15.97 / -16.37 eV
⟨S²⟩   2.02
Total charge   +3
Spin multiplicity   3
E_HOMO (alpha / beta)   -22.60 / -22.60 eV
Orbital gap (alpha / beta)   0.244 / 0.229 hartree
Energy above the lowest of the compared OMol25 structures with the same formula, charge and spin   0.00 kcal/mol

---

Record 12
# C8H10N2

2 unconnected molecules or ions with the total composition C8H10N2 at a distorted geometry (wB97M-V/def2-TZVPD, the OMol25 dataset).

The geometry in XYZ format:
```
20
Properties=species:S:1:pos:R:3:mulliken_charge:R:1
C -14.83 -15.69 -11.77 -0.2568
C -15.17 -15.71 -13.13 -0.5224
C -14.61 -14.61 -13.72 -0.5398
N -13.88 -13.96 -12.76 0.0031
C -14.02 -14.60 -11.55 -0.5332
H -15.18 -16.38 -11.01 0.3730
H -15.88 -16.39 -13.58 0.5007
H -14.64 -14.23 -14.73 0.3681
H -13.34 -13.12 -12.87 0.1853
H -13.51 -14.27 -10.66 0.3860
C -19.68 -12.88 -12.18 -0.4015
C -19.68 -14.30 -12.32 -0.6771
C -18.39 -14.74 -12.35 -0.1835
N -17.58 -13.62 -12.26 0.1300
C -18.35 -12.52 -12.16 -0.5422
H -20.52 -12.21 -12.18 0.3875
H -20.55 -14.91 -12.15 0.3613
H -18.01 -15.74 -12.35 0.3087
H -16.58 -13.72 -12.32 0.2946
H -17.89 -11.54 -12.05 0.3580
```

## Properties
LUMO   0.78 eV
Structure (SMILES)   c1cc[nH]c1.c1cc[nH]c1
Spin multiplicity   1
E_HOMO   -8.04 eV
Orbital gap   0.324 hartree
Energy above the lowest of the compared OMol25 structures with the same formula, charge and spin   0.00 kcal/mol